1.
The following is a quantum chemistry calculation of a 12-piece molecular cluster, C38H82N6O18S2 overall at a distorted geometry, from the Open Molecules 2025 dataset.

```
! RIJCOSX wB97M-V def2-TZVPD def2/J DEFGRID3
* xyz 0 1
S 1.2803 20.6342 -9.0091
S 4.6759 17.0922 -8.7262
O -1.6093 25.5860 -8.7282
O 1.5074 22.7605 -13.6713
O -2.7531 16.6558 -8.2756
O 8.6977 21.8403 -8.9675
O 2.7422 19.5500 -3.2297
O 5.0794 25.0397 -10.1531
O -2.5045 20.6114 -12.1926
O 0.4399 20.5177 -10.4027
O 2.7027 20.7906 -9.7819
O -0.0177 18.9030 -16.6175
O 3.6984 17.0465 -9.7771
O 0.8598 21.7653 -8.2495
O 5.4099 18.2777 -8.3894
O 5.2158 20.4294 -13.2893
O 1.2524 19.3459 -8.3753
O 5.6829 15.8414 -8.9881
O -0.1865 17.0424 -12.5066
O 4.0662 16.4222 -7.3889
N -0.7764 17.0716 -9.3073
N 0.5935 20.8774 -15.7041
N 5.1339 22.6560 -13.2495
N 0.9481 24.8998 -14.1342
N 1.3283 15.3744 -12.2612
N 6.7259 22.6000 -9.8180
C -0.0416 23.8169 -12.2087
C -2.1015 17.1965 -9.1648
C 2.2839 18.5096 -5.3170
C -3.7818 22.3084 -13.0516
C 2.4932 16.0908 -12.7167
C 3.6271 26.9087 -9.9639
C 3.1100 25.8863 -10.9515
C -0.3049 21.6794 -16.5135
C 0.0845 15.8770 -12.2364
C -3.2696 21.5328 -14.2379
C -1.4141 24.1742 -8.7413
C 7.9709 22.7558 -9.3296
C 3.2738 18.2413 -3.1632
C 1.5191 18.7931 -14.8172
C 4.9582 24.0044 -13.7969
C 5.8235 15.0273 -7.8382
C 6.0133 21.3266 -9.8114
C 2.5012 17.4642 -4.2232
C 0.6323 19.5374 -15.8009
C -2.7927 18.0513 -10.2074
C 3.7675 24.6176 -10.4254
C 2.2882 19.8365 -4.5459
C -2.3070 25.9350 -9.9269
C 4.6053 21.4525 -15.3379
C 1.6427 25.0278 -15.3984
C 2.6974 20.2539 -11.1060
C 5.1167 15.7487 -6.6955
C 0.9126 23.7917 -13.3562
C -3.7515 21.2506 -11.9568
C 5.0092 21.4836 -13.8947
C -2.1886 20.6403 -13.5997
C -1.0153 14.9157 -11.7653
C -3.3255 24.8153 -10.1117
C 8.5083 24.1822 -9.3471
C 5.0853 26.4114 -9.7182
C -2.5897 23.6076 -9.5404
C 1.2009 20.0772 -11.4933
C 0.0401 16.2847 -8.4148
H -0.2577 17.6361 -9.9576
H 2.7705 15.9066 -13.7538
H -3.7799 21.7288 -10.9755
H 5.2423 21.3674 -10.5743
H 0.3132 24.5365 -11.4669
H 4.5376 20.4242 -15.6883
H -2.2179 17.9631 -11.1350
H -1.0395 14.0592 -12.4372
H -0.3503 22.6655 -16.0434
H 3.1703 17.8156 -2.1675
H 0.9799 25.1580 -16.2517
H 1.0864 16.5714 -8.5132
H 5.4506 26.4362 -8.6924
H 1.1557 21.4139 -15.0662
H 3.2444 24.2387 -9.5321
H 6.7627 20.5826 -10.0794
H 5.7266 24.1946 -14.5448
H 1.3858 14.4589 -11.8471
H 5.7821 26.9322 -10.3763
H 2.0259 25.7720 -10.9824
H 3.7037 27.9492 -10.2726
H 4.6554 15.0812 -5.9754
H 2.3544 18.3045 -15.3193
H 5.6147 21.0531 -8.8351
H 5.7576 16.4889 -6.2096
H 2.4343 17.1601 -12.5339
H -4.0425 20.8640 -14.6256
H -1.5578 25.9735 -10.7315
H -1.0582 24.1119 -12.4823
H 1.2673 20.2140 -4.4587
H 4.3340 18.3023 -3.4470
H 5.3616 22.5702 -12.2727
H -3.8246 17.7415 -10.3201
H -4.7899 22.6917 -13.2441
H -1.2043 21.1062 -13.6648
H 0.9565 17.9609 -14.3908
H 1.5275 17.1577 -3.8302
H 0.9873 20.7276 -12.3415
H -3.6443 24.6418 -11.1401
H -0.2817 16.4281 -7.3835
H 1.3142 18.3617 -5.7910
H -2.2733 19.6280 -13.9912
H -2.9146 22.1113 -15.0896
H 3.3306 15.7567 -12.1020
H -3.1641 23.1747 -12.8044
H 5.1136 24.6442 -12.9314
H 3.2499 20.8679 -11.8098
H 6.1859 23.4474 -9.9620
H 2.9846 26.8329 -9.0845
H 3.0374 18.3743 -6.0936
H -2.6668 26.9582 -9.8408
H -0.4648 23.8706 -9.1955
H -1.3377 23.8083 -7.7182
H -4.5773 20.5308 -11.9927
H 2.9805 16.5437 -4.5601
H 6.8441 14.7074 -7.6380
H -2.7082 19.1143 -9.9759
H -1.3098 21.2631 -16.5149
H 2.2905 25.9091 -15.3698
H -4.2139 25.0679 -9.5323
H -0.8089 14.5808 -10.7446
H 3.7085 23.7282 -11.0612
H 2.3396 24.2134 -15.5762
H 7.7119 24.9131 -9.2017
H 5.2456 14.1231 -8.0665
H 3.9520 24.0928 -14.2011
H 2.9020 20.6015 -5.0286
H -0.1734 22.8300 -11.7690
H 1.8634 19.3941 -13.9754
H 0.2399 25.5976 -13.9752
H 3.1480 19.2684 -10.9909
H 9.1862 24.2689 -8.4979
H -3.2178 22.9473 -8.9426
H 0.0344 21.8521 -17.5357
H 1.0176 19.0339 -11.7554
H 3.4843 26.1250 -11.9513
H -1.9626 15.4387 -11.6849
H -2.1854 22.9646 -10.3271
H -0.0047 15.2236 -8.6833
H 5.2974 21.9389 -16.0313
H 9.1063 24.3933 -10.2312
H 3.6222 21.8757 -15.5682
*
```

Properties
SMILES	O=S1(=O)OCCO1.O=S1(=O)OCCO1.CNC(C)=O.CNC(C)=O.CNC(C)=O.CNC(C)=O.CNC(C)=O.CNC(C)=O.C1CCOC1.C1CCOC1.C1CCOC1.C1CCOC1

Here are the Löwdin charges for atoms 1 to 99, given in e: atom 1 (S): 0.66, atom 2 (S): 0.66, atom 3 (O): -0.14, atom 4 (O): 0.00, atom 5 (O): 0.03, atom 6 (O): 0.03, atom 7 (O): -0.14, atom 8 (O): -0.19, atom 9 (O): -0.16, atom 10 (O): -0.20, atom 11 (O): -0.21, atom 12 (O): 0.04, atom 13 (O): -0.23, atom 14 (O): -0.22, atom 15 (O): -0.21, atom 16 (O): 0.02, atom 17 (O): -0.23, atom 18 (O): -0.19, atom 19 (O): 0.01, atom 20 (O): -0.22, atom 21 (N): 0.02, atom 22 (N): 0.02, atom 23 (N): 0.03, atom 24 (N): 0.03, atom 25 (N): 0.03, atom 26 (N): 0.02, atom 27 (C): 0.02, atom 28 (C): -0.56, atom 29 (C): -0.16, atom 30 (C): -0.17, atom 31 (C): -0.06, atom 32 (C): -0.14, atom 33 (C): -0.17, atom 34 (C): -0.07, atom 35 (C): -0.53, atom 36 (C): -0.16, atom 37 (C): -0.19, atom 38 (C): -0.55, atom 39 (C): -0.21, atom 40 (C): 0.01, atom 41 (C): -0.04, atom 42 (C): -0.17, atom 43 (C): -0.05, atom 44 (C): -0.17, atom 45 (C): -0.55, atom 46 (C): 0.00, atom 47 (C): -0.22, atom 48 (C): -0.18, atom 49 (C): -0.20, atom 50 (C): 0.00, atom 51 (C): -0.07, atom 52 (C): -0.14, atom 53 (C): -0.16, atom 54 (C): -0.51, atom 55 (C): -0.20, atom 56 (C): -0.55, atom 57 (C): -0.16, atom 58 (C): 0.01, atom 59 (C): -0.15, atom 60 (C): 0.00, atom 61 (C): -0.15, atom 62 (C): -0.16, atom 63 (C): -0.18, atom 64 (C): -0.07, atom 65 (H): 0.11, atom 66 (H): 0.09, atom 67 (H): 0.10, atom 68 (H): 0.04, atom 69 (H): 0.07, atom 70 (H): 0.08, atom 71 (H): 0.06, atom 72 (H): 0.08, atom 73 (H): 0.07, atom 74 (H): 0.12, atom 75 (H): 0.09, atom 76 (H): 0.07, atom 77 (H): 0.12, atom 78 (H): 0.07, atom 79 (H): 0.13, atom 80 (H): 0.09, atom 81 (H): 0.09, atom 82 (H): 0.14, atom 83 (H): 0.12, atom 84 (H): 0.10, atom 85 (H): 0.11, atom 86 (H): 0.13, atom 87 (H): 0.09, atom 88 (H): 0.08, atom 89 (H): 0.13, atom 90 (H): 0.07, atom 91 (H): 0.12, atom 92 (H): 0.10, atom 93 (H): 0.08, atom 94 (H): 0.12, atom 95 (H): 0.12, atom 96 (H): 0.10, atom 97 (H): 0.08, atom 98 (H): 0.12, atom 99 (H): 0.10

2.
The following is a quantum chemistry calculation of C19H41KN4O4Sb as an isolated structure, from the Open Molecules 2025 dataset.

```
! RIJCOSX wB97M-V def2-TZVPD def2/J DEFGRID3
* xyz 1 1
Sb 1.5673 2.2523 0.7530
K -1.2228 -0.1276 0.6130
O -2.3935 -1.8488 2.2572
O -1.2023 0.5164 3.1653
O -3.5117 0.9032 1.3406
O -3.2661 -1.4764 -0.3642
N 1.4480 -2.6055 -1.2927
N 0.5487 -1.8126 -0.8416
N 0.4278 -0.7174 -1.6239
N 1.9632 -2.0226 -2.3780
C 1.8052 -2.5754 -5.3847
C -4.6342 0.1915 0.8352
C 1.1743 4.1829 1.6355
C -3.5691 1.0771 2.7518
C -1.3358 -0.6338 3.9960
C 1.7232 2.9141 -1.2897
C -2.2238 1.4992 3.3088
C -1.3048 -1.8993 3.1640
C -3.5922 -2.6472 0.3783
C 3.6775 2.2131 1.1348
C 1.3311 -0.8594 -2.5634
C 3.0147 -2.6751 -3.1645
C -4.2978 -0.5005 -0.4723
C -2.4849 -2.9515 1.3642
C 2.4715 -3.4727 -4.3480
C 4.0078 2.1383 2.6205
C 2.2240 5.2529 1.3678
C 1.5429 -4.5942 -3.8985
C 0.3608 3.1108 -1.9445
H 4.1022 3.1043 0.6701
H -1.5295 -3.0983 0.8438
H 0.4492 3.4734 -2.9706
H -2.7213 -3.8720 1.9088
H 3.3618 -3.9183 -4.8030
H 1.5396 -0.1707 -3.3639
H 2.3614 5.4300 0.3000
H 2.3108 3.8329 -1.3073
H 1.0496 4.0156 2.7076
H -3.7159 -3.4900 -0.3067
H -4.5293 -2.5141 0.9230
H 5.0854 2.1202 2.7913
H -1.3799 -2.7675 3.8283
H -0.5083 -0.6525 4.7095
H -0.2026 2.1741 -1.9747
H -4.3061 1.8438 3.0183
H 1.5355 -3.1522 -6.2688
H 4.0818 1.3514 0.6000
H -0.3530 -1.9878 2.6185
H 3.5892 1.2397 3.0785
H -0.2463 3.8396 -1.4022
H -3.8808 0.1324 3.2084
H 2.0196 -5.2435 -3.1631
H 2.4624 -1.7649 -5.7073
H 2.3080 2.1592 -1.8212
H 3.6923 -1.8881 -3.4959
H -1.8564 2.3880 2.7937
H 0.8818 -2.1369 -4.9974
H 1.2490 -5.2065 -4.7506
H -4.9526 -0.5449 1.5797
H -5.2159 -0.9489 -0.8660
H -5.4759 0.8711 0.6608
H -3.9373 0.2239 -1.2037
H 3.6075 2.9956 3.1659
H 3.1950 4.9784 1.7813
H 3.5461 -3.3133 -2.4612
H -2.3640 1.7526 4.3647
H -2.2696 -0.5958 4.5615
H 0.1953 4.4962 1.2636
H 1.9416 6.2073 1.8162
H 0.6304 -4.1952 -3.4499
*
```

Properties
energy above the lowest of the compared OMol25 structures with the same formula, charge and spin	0.59	kcal/mol

Löwdin atomic charges, in units of e: atom 1 (Sb): 1.38, atom 2 (K): 0.72, atom 3 (O): -0.21, atom 4 (O): -0.23, atom 5 (O): -0.20, atom 6 (O): -0.21, atom 7 (N): 0.08, atom 8 (N): -0.07, atom 9 (N): -0.01, atom 10 (N): -0.09, atom 11 (C): -0.07, atom 12 (C): -0.18, atom 13 (C): -0.45, atom 14 (C): -0.18, atom 15 (C): -0.16, atom 16 (C): -0.46, atom 17 (C): -0.16, atom 18 (C): -0.18, atom 19 (C): -0.16, atom 20 (C): -0.47, atom 21 (C): -0.13, atom 22 (C): -0.10, atom 23 (C): -0.16, atom 24 (C): -0.17, atom 25 (C): -0.41, atom 26 (C): -0.20, atom 27 (C): -0.19, atom 28 (C): -0.07, atom 29 (C): -0.20, atom 30 (H): 0.05, atom 31 (H): 0.12, atom 32 (H): 0.07, atom 33 (H): 0.14, atom 34 (H): 0.14, atom 35 (H): 0.14, atom 36 (H): 0.06, atom 37 (H): 0.04, atom 38 (H): 0.04, atom 39 (H): 0.14, atom 40 (H): 0.13, atom 41 (H): 0.07, atom 42 (H): 0.14, atom 43 (H): 0.14, atom 44 (H): 0.04, atom 45 (H): 0.14, atom 46 (H): 0.09, atom 47 (H): 0.04, atom 48 (H): 0.13, atom 49 (H): 0.06, atom 50 (H): 0.06, atom 51 (H): 0.12, atom 52 (H): 0.08, atom 53 (H): 0.08, atom 54 (H): 0.03, atom 55 (H): 0.13, atom 56 (H): 0.13, atom 57 (H): 0.07, atom 58 (H): 0.08, atom 59 (H): 0.12, atom 60 (H): 0.14, atom 61 (H): 0.14, atom 62 (H): 0.14, atom 63 (H): 0.06, atom 64 (H): 0.06, atom 65 (H): 0.13, atom 66 (H): 0.14, atom 67 (H): 0.13, atom 68 (H): 0.04, atom 69 (H): 0.07, atom 70 (H): 0.07

3.
The following is a quantum chemistry calculation of C6H9N as an isolated structure, from the Open Molecules 2025 dataset.

```
! RIJCOSX wB97M-V def2-TZVPD def2/J DEFGRID3
* xyz 0 1
N -0.3434 0.4186 -0.6654
C -1.1193 -0.3988 -1.5769
C 1.4362 0.9826 0.6809
C 0.0975 -1.0100 0.8510
C 0.3359 1.3371 1.3443
C -0.6828 0.3246 0.8152
C 0.9425 -0.1980 -0.1593
H 1.6191 -0.6688 -0.8736
H 0.5474 -1.4053 1.7692
H 0.1508 2.2056 1.9673
H -0.6531 -0.3160 -2.5644
H -1.7268 0.3792 1.1270
H 2.4009 1.4728 0.6176
H -2.1244 0.0271 -1.6292
H -1.2207 -1.4735 -1.3288
H -0.4845 -1.7885 0.3465
*
```

Properties
energy above the lowest of the compared OMol25 structures with the same formula, charge and spin	70.87	kcal/mol

natural (NBO) atomic charges, in units of e: atom 1 (N): -0.41, atom 2 (C): -0.43, atom 3 (C): -0.19, atom 4 (C): -0.39, atom 5 (C): -0.19, atom 6 (C): -0.11, atom 7 (C): -0.11, atom 8 (H): 0.21, atom 9 (H): 0.21, atom 10 (H): 0.22, atom 11 (H): 0.21, atom 12 (H): 0.21, atom 13 (H): 0.22, atom 14 (H): 0.20, atom 15 (H): 0.16, atom 16 (H): 0.20

E_HOMO readings, ordered: -0.32904 -0.39143 -0.31451 Ha
Lowest unoccupied orbital energy readings, ordered: 0.00 -1.77 1.20 eV
Gap between HOMO and LUMO readings, ordered: 0.329 0.326 0.359 Eh